C30H24ClNO4PPd | ωB97M-V/def2-TZVPD

## Properties
- Relative energy (zero: lowest compared OMol25 entry of this formula, charge and spin): 1.438 eV
- Spin multiplicity: 5
- Calculated total energy: -2442.16773 a.u.
- Charge: +1
- Orbital gap (alpha / beta): 4.2 / 5.8 eV
- LUMO energy (alpha / beta): -0.14332 / -0.20897 Eh

Each line ends with the Mulliken charge.
Atoms and positions in Å:
Pd 1.559 0.964 -0.788  1.036
Cl -0.211 0.090 1.388  -0.040
P -1.966 -0.772 0.960  1.679
O 4.446 -0.961 0.820  -0.555
O 2.822 0.578 0.509  -0.796
O 7.923 4.448 -2.520  -0.626
O 9.100 2.624 -2.898  -0.628
N 8.107 3.210 -2.405  0.879
C -5.416 2.246 1.186  -0.468
C 5.124 0.971 -0.340  0.247
C 1.702 0.932 -2.778  -0.702
C 0.800 2.641 -1.549  -0.694
C 6.279 0.340 -0.869  -0.439
C -3.093 1.710 1.645  -0.521
C -2.528 -3.349 4.752  -0.480
C -2.287 -1.845 -0.426  0.384
C 7.271 1.055 -1.540  -0.534
C -2.687 -2.150 -2.797  -0.835
C -1.350 -3.436 4.001  -0.730
C -2.775 -3.149 -0.193  -0.257
C -3.246 0.485 0.972  0.344
C -3.393 -1.696 3.203  -0.075
C -3.549 -2.484 4.350  -0.731
C -1.197 -2.667 2.847  -0.202
C -0.127 1.581 -1.566  -0.327
C -4.180 2.580 1.749  -0.711
C -3.224 -3.933 -1.255  -0.776
C -3.163 -3.445 -2.563  -0.548
C 7.138 2.453 -1.685  0.072
C -5.569 1.033 0.511  -0.676
C 6.040 3.114 -1.091  -0.375
C 5.065 2.386 -0.414  -0.278
C 1.939 2.238 -2.285  -0.619
C 4.081 0.108 0.356  0.299
C -2.216 -1.786 2.440  -0.016
C 0.432 0.529 -2.335  -0.122
C -2.308 -1.336 -1.735  -0.708
C -4.490 0.160 0.395  -0.145
H -0.057 -0.410 -2.554  0.188
H -0.543 -4.094 4.323  0.410
H -2.647 -3.959 5.647  0.399
H -4.169 -0.980 2.925  0.319
H 4.258 2.932 0.070  0.522
H -1.124 1.610 -1.136  0.704
H 2.841 2.824 -2.438  0.492
H -2.134 1.966 2.095  0.439
H -2.630 -1.771 -3.817  0.444
H -4.615 -0.778 -0.148  0.340
H 6.399 -0.736 -0.763  0.470
H 8.144 0.561 -1.957  0.467
H 0.658 3.603 -1.049  0.369
H 5.971 4.195 -1.192  0.466
H -6.529 0.751 0.084  0.433
H -2.053 -0.291 -1.912  0.908
H -4.472 -2.412 4.928  0.414
H -0.269 -2.726 2.276  0.400
H -3.496 -4.067 -3.396  0.403
H -6.260 2.932 1.275  0.410
H -2.827 -3.540 0.823  0.376
H 2.394 0.321 -3.359  0.443
H -4.064 3.525 2.278  0.417
H -3.630 -4.922 -1.051  0.441